Below is C39H26ClF3N8O3S3Tm as an isolated structure in a non-equilibrium geometry, with properties calculated with the ωB97M-V functional and the def2-TZVPD basis.

Computed properties:
E_tot (a.u.): -5205.3601
Lowest unoccupied orbital energy (alpha / beta) (eV): 1.85 / 1.85
E_HOMO (alpha / beta) (hartree): -0.18705 / -0.18705
Gap between HOMO and LUMO (alpha / beta) (eV): 6.94 / 6.94
Charge: -1
Multiplicity: 3
⟨S²⟩: 2.00

Element x y z (Å)
Tm -5.00812 4.55992 19.74279
C -6.17049 -2.07792 17.55612
O -4.81955 -1.59732 17.71722
C -4.79678 -0.94982 18.91471
N -5.84390 -0.92292 19.61453
C -6.83888 -1.64792 18.87384
C -7.44761 -2.86624 19.61051
C -6.69949 -3.96836 19.94628
C -7.29730 -5.07832 20.51659
C -8.60964 -5.10723 20.80660
C -9.39991 -3.97468 20.57122
C -8.82922 -2.85889 19.95223
C -3.50918 -0.30188 19.17094
C -2.32694 -0.75497 18.51477
C -1.09686 -0.13031 18.87476
C -1.17760 0.93588 19.74604
C -2.37842 1.26890 20.32535
N -3.49328 0.63891 20.07549
C -2.53412 2.40435 21.21878
N -3.52283 3.22458 21.28931
C -3.43855 3.83968 22.61238
C -1.88757 3.76514 22.84924
O -1.54785 2.59134 22.10647
C -4.22042 2.97524 23.55301
C -4.76282 1.73076 23.29514
C -5.59580 1.08663 24.24925
C -5.82645 1.73824 25.45816
C -5.19916 2.97904 25.74748
C -4.40922 3.57925 24.79311
H -6.08007 -3.18270 17.46345
H -6.58161 -1.70689 16.62771
H -7.70457 -0.94709 18.75929
H -5.65544 -4.02315 19.75350
H -6.64735 -5.80540 20.93876
H -9.05415 -6.00153 21.23349
H -10.41874 -3.98668 20.86030
H -9.45390 -1.99023 19.81780
H -2.40361 -1.63744 17.84715
H -0.14174 -0.34658 18.39192
H -0.30485 1.58655 19.85165
H -3.84757 4.82723 22.56485
H -1.64658 3.63783 23.90989
H -1.32928 4.59325 22.43179
H -4.69493 1.30036 22.29262
H -6.11181 0.14347 24.05663
H -6.46337 1.26830 26.20288
H -5.54306 3.48504 26.67334
H -3.92868 4.53295 25.01897
S -7.08303 2.72432 19.18713
C -7.44727 3.10823 20.75793
N -6.78210 4.01862 21.46281
C -7.32389 4.25136 22.69538
C -6.89603 5.22187 23.63926
C -7.56967 5.30955 24.83821
C -8.77574 4.57635 25.10526
C -9.20752 3.63941 24.17713
C -8.46312 3.47455 23.00864
S -8.81394 2.41200 21.68331
H -6.02217 5.79949 23.41043
H -7.11259 5.97596 25.59746
H -9.38594 4.84336 25.96412
H -10.05209 2.99399 24.37745
F -2.63564 5.20191 14.73604
C -2.20992 6.31637 15.35416
F -1.04598 6.60266 14.76931
F -2.98734 7.38155 15.08801
C -2.03692 6.03462 16.83236
C -0.74804 5.80917 17.26701
C -0.53894 5.40530 18.56977
C -1.63219 5.15774 19.39692
N -2.85523 5.34090 18.95317
C -3.13052 5.77932 17.70500
S -4.77934 5.89533 17.24044
H 0.09736 5.89305 16.56263
H 0.45064 5.24464 18.97705
H -1.49153 4.82481 20.43967
Cl -4.72060 6.59130 21.21686
O -4.20634 2.97913 18.33601
N -3.21928 2.72869 17.56338
C -3.41365 1.85452 16.61740
C -2.33889 1.66360 15.72164
N -1.44545 1.63036 14.96175
C -4.74944 1.37141 16.39527
N -5.87087 1.14909 16.41167

Below is C39H26LuN7O6S2 as an isolated structure in a non-equilibrium geometry, with properties calculated with the ωB97M-V functional and the def2-TZVPD basis.

Computed properties:
E_tot (a.u.): -4368.6174
Lowest unoccupied orbital energy (alpha / beta) (eV): 3.77 / 3.77
E_HOMO (alpha / beta) (hartree): -0.03515 / -0.03511
Gap between HOMO and LUMO (alpha / beta) (eV): 4.73 / 4.73
Relative energy (zero: lowest compared OMol25 entry of this formula, charge and spin) (kcal/mol): 76.4
Charge: -2

Element x y z (Å)
Lu 0.05637 -0.21628 -1.24842
C -2.50180 3.48397 -1.90181
C -1.82059 4.08461 -2.97612
C -0.48796 3.85470 -3.13123
C 0.20702 2.99981 -2.22316
N -0.49161 2.29457 -1.28912
C -1.79786 2.60265 -1.12638
N 1.53944 2.96753 -2.32704
C 2.36215 2.19659 -1.61226
N 1.97065 1.18966 -0.57902
C 3.17453 0.43641 -0.24165
N 3.10813 -0.72809 0.49219
C 2.64378 -1.75811 -0.20161
C 2.77032 -3.08229 0.33788
C 2.50173 -4.16339 -0.44389
C 2.08038 -3.98488 -1.77789
C 1.86741 -2.70197 -2.20264
N 2.08894 -1.59546 -1.45941
C 4.21147 1.01118 -0.88798
C 5.61137 0.68073 -0.91645
C 6.44244 1.42319 -1.68246
C 5.95939 2.52494 -2.49520
C 4.64162 2.84528 -2.52143
C 3.73037 2.10311 -1.71734
H -3.55376 3.65250 -1.71974
H -2.35124 4.72726 -3.67024
H 0.08996 4.29873 -3.93000
H -2.29988 2.07842 -0.32539
H 3.13921 -3.17403 1.35196
H 2.62727 -5.16458 -0.04441
H 1.87110 -4.82367 -2.42703
H 1.48750 -2.51244 -3.20089
H 5.97486 -0.14898 -0.32185
H 7.50240 1.19249 -1.69893
H 6.66689 3.08607 -3.09465
H 4.26679 3.65514 -3.13654
C 0.52193 -2.30729 2.93113
C -0.11896 -1.99001 1.60322
N -0.04916 -0.77800 1.13721
N 0.31493 0.12183 2.14315
C 0.85937 1.25198 2.01175
S 1.57221 2.25474 0.76655
S 0.94188 2.31097 3.47183
C -0.09626 1.36189 4.61583
C -1.52412 1.82483 4.63263
C -2.44649 1.25449 3.75872
C -3.76615 1.68284 3.74808
C -4.18223 2.68555 4.61476
C -3.26807 3.26171 5.48790
C -1.94752 2.83322 5.49380
C -0.86711 -3.06065 0.93374
C -1.41725 -4.06936 1.74339
C -2.24446 -5.05108 1.24286
C -2.52838 -5.05169 -0.12979
C -1.98563 -4.10082 -0.95603
C -1.13813 -3.07498 -0.46197
O -0.62229 -2.22955 -1.26964
H -0.14204 -2.05659 3.76245
H 1.43294 -1.72282 3.03386
H 0.76574 -3.36563 2.98016
H 0.38009 1.44805 5.59142
H -0.02273 0.33801 4.25251
H -2.11748 0.48558 3.06770
H -4.46730 1.23638 3.05405
H -5.21187 3.02147 4.60502
H -3.58240 4.05042 6.16147
H -1.23199 3.29029 6.17026
H -1.22294 -4.05121 2.80868
H -2.67871 -5.79327 1.90070
H -3.18709 -5.80772 -0.54377
H -2.19415 -4.08717 -2.01906
O -4.65883 -0.47512 -5.20942
C -3.75283 -0.27288 -4.43650
C -2.27668 -0.19419 -4.77735
O -1.80339 -0.20807 -5.89840
C -1.58377 -0.10409 -3.49491
C -2.50572 -0.10110 -2.42053
O -2.14637 -0.07661 -1.19158
C -3.87861 -0.07353 -2.93771
O -4.91216 0.09162 -2.31958
O -0.29857 -0.03781 -3.30842

Below is C39H28AsCl3NO4OsS as an isolated structure in a non-equilibrium geometry, with properties calculated with the ωB97M-V functional and the def2-TZVPD basis.

Computed properties:
E_tot (a.u.): -5963.6927
Lowest unoccupied orbital energy (eV): -4.53
E_HOMO (hartree): -0.36141
Gap between HOMO and LUMO (eV): 5.30
Relative energy (zero: lowest compared OMol25 entry of this formula, charge and spin) (kcal/mol): 52.1
Charge: +1

Element x y z (Å)
Os 0.25236 -1.00638 -2.27836
S 2.37503 -0.94678 -2.72139
C 2.99898 0.70924 -2.93938
C 4.38087 0.84788 -3.05835
C 4.92496 2.10718 -3.24594
C 4.10540 3.22982 -3.32603
C 2.73097 3.09269 -3.21404
C 2.19050 1.82966 -3.00437
As 0.34692 1.46709 -2.82529
C -0.56445 3.09176 -3.26339
C -0.76508 4.10492 -2.33539
C -1.32980 5.30177 -2.76011
C -1.69055 5.48239 -4.08894
C -1.48310 4.46759 -5.01221
C -0.91747 3.27013 -4.59935
C 0.05466 1.56026 -0.86562
C 1.07009 1.73400 0.05943
C 0.74893 1.89320 1.40679
C -0.57668 1.88967 1.81396
C -1.59123 1.70813 0.87720
C -1.27589 1.52730 -0.45783
H 5.02315 -0.02365 -3.01534
H 5.99712 2.21375 -3.34544
H 4.53865 4.20897 -3.47974
H 2.08943 3.96165 -3.28568
H -0.48536 3.98581 -1.29874
H -1.48559 6.09796 -2.04391
H -2.13452 6.41706 -4.40595
H -1.75870 4.60428 -6.04964
H -0.75726 2.48221 -5.32511
H 2.10654 1.74747 -0.25759
H 1.53655 2.02889 2.13676
H -0.82500 2.02798 2.85873
H -2.62538 1.69410 1.19255
H -2.06852 1.36881 -1.18098
Cl -5.39968 -5.44799 -3.18290
C -4.20530 -4.18599 -3.15094
C -4.60503 -2.85741 -3.33159
C -3.68155 -1.83447 -3.31765
C -2.33288 -2.10110 -3.10424
O -1.52192 -1.03053 -3.08265
C -1.93367 -3.42892 -2.92666
C -0.57348 -3.82813 -2.72133
O 0.40220 -3.08402 -2.54433
C -2.88298 -4.47261 -2.96366
H -5.65356 -2.63694 -3.48673
H -3.98353 -0.80540 -3.45608
H -0.33862 -4.89469 -2.76869
H -2.55717 -5.49749 -2.83475
Cl 2.50133 -4.18847 4.89562
C 2.63764 -2.59645 5.57930
C 3.50165 -2.40937 6.63738
C 3.62089 -1.14814 7.20130
C 2.90203 -0.09084 6.68120
C 2.04549 -0.28676 5.60678
Cl 1.32727 1.12411 4.91054
C 1.86366 -1.55124 5.05177
N 1.04301 -1.83494 3.94306
C -0.28140 -1.50055 3.72403
C -1.06181 -0.91304 4.74205
C -2.39197 -0.65502 4.53037
C -2.99093 -0.98897 3.31213
C -2.24500 -1.60336 2.32788
C -0.89280 -1.87587 2.50264
C -0.12995 -2.60618 1.42365
C -0.01392 -1.85494 0.12537
O -1.02541 -1.54094 -0.54676
O 1.10523 -1.58824 -0.38362
H 4.06456 -3.25223 7.01241
H 4.29021 -0.98533 8.03470
H 3.01157 0.90893 7.07749
H 1.38830 -2.60339 3.39728
H -0.61107 -0.70967 5.70099
H -2.98768 -0.21773 5.32105
H -4.04490 -0.79787 3.15491
H -2.70756 -1.88177 1.38764
H -0.66490 -3.52500 1.15909
H 0.87708 -2.89793 1.70060